# 1
CH26BeO16 | wB97M-V/def2-TZVPD

Last column: Löwdin charge in e.
Element x y z (Å)
Be1 12.6620 -9.2070 -7.4500  0.06
C1 14.1740 -8.3110 -7.9790  -0.56
O1 14.0570 -9.6200 -7.8590  -0.04
O2 13.0110 -7.7910 -7.7910  0.03
O3 15.3090 -7.7490 -7.7360  -0.04
O4 13.0380 -5.5010 -6.7960  -0.04
H1 12.7270 -5.5300 -5.9090  0.02
H2 13.0160 -6.3830 -7.1910  -0.05
O5 14.6500 -11.8540 -9.2540  -0.03
H3 14.4680 -11.0310 -8.8570  -0.05
H4 13.9610 -12.0560 -9.9200  0.07
O6 17.1900 -6.4150 -10.1550  -0.07
H5 17.3630 -7.2530 -9.7640  -0.03
H6 16.5840 -5.9130 -9.5700  -0.01
O7 15.3210 -7.4560 -4.9870  -0.01
H7 15.3400 -7.6330 -5.8960  -0.05
H8 16.0600 -6.9490 -4.7300  0.02
O8 16.4590 -9.3070 -9.5840  -0.05
H9 16.9560 -9.9800 -9.0590  0.06
H10 15.8850 -8.9080 -8.9480  -0.05
O9 12.4570 -9.7490 -5.8630  0.11
H11 11.5390 -9.6770 -5.4670  0.16
H12 13.0740 -10.3320 -5.4070  0.14
O10 12.6230 -12.3410 -7.3900  -0.06
H13 12.3540 -12.0600 -8.2580  0.00
H14 13.5740 -12.5190 -7.4860  0.05
O11 10.3350 -7.4600 -7.2560  -0.08
H15 9.3720 -7.5820 -7.5450  0.12
H16 10.3330 -6.6820 -6.6750  0.07
O12 11.2290 -5.8290 -9.3540  -0.06
H17 11.0720 -6.3420 -8.5490  -0.04
H18 10.5700 -5.1340 -9.2890  0.04
O13 15.5550 -5.0810 -8.3690  -0.06
H19 15.2640 -5.9650 -8.0940  0.00
H20 14.8110 -4.6820 -8.8710  0.08
O14 16.5490 -10.2910 -6.8750  -0.04
H21 16.7250 -10.1450 -5.9430  0.05
H22 15.6550 -9.9850 -7.0880  -0.01
O15 11.4720 -9.9370 -8.4070  0.10
H23 10.6410 -10.3010 -8.0870  0.12
H24 11.1270 -9.4310 -9.1910  0.17
O16 17.7440 -7.3640 -6.6930  -0.08
H25 16.8430 -7.4930 -7.0270  -0.03
H26 18.2980 -7.0900 -7.4810  0.08

## Properties
- Energy relative to the best compared isomer or geometry (same formula, charge and spin): 23.2 kcal per mole
- Largest force on an atom: 6.30 eV/A
- LUMO level: -1.660 eV
- HOMO: -9.37 eV
- Orbital gap: 7.71 eV

***

# 2
C23H25FN2O4 | wB97M-V/def2-TZVPD

Last column: Löwdin charge in e.
Element x y z (Å)
C1 1.3374 8.2313 -2.1357  0.00
C2 0.5872 6.9586 -1.7952  -0.52
O1 -0.4747 6.9500 -1.2169  0.07
N1 1.2518 5.8428 -2.2163  0.11
C3 0.8903 4.4981 -2.0875  -0.23
C4 -0.2855 4.0865 -1.4665  -0.01
C5 -0.5780 2.7411 -1.3734  -0.02
C6 0.2866 1.7804 -1.8919  -0.21
C7 1.4610 2.1901 -2.5150  0.00
C8 1.7532 3.5351 -2.6077  -0.02
H1 2.6691 3.8437 -3.0921  0.11
H2 2.1360 1.4546 -2.9179  0.10
N2 -0.0681 0.4334 -1.7535  0.15
C9 0.6023 -0.6713 -2.1684  -0.43
O2 1.5905 -0.6839 -2.8612  0.10
C10 -0.1001 -1.9725 -1.7255  -0.23
C11 0.8523 -3.1573 -1.7934  -0.01
H3 1.7008 -2.9877 -1.1361  0.09
H4 1.2188 -3.2547 -2.8106  0.09
H5 0.3383 -4.0684 -1.4966  0.09
H6 -0.9565 -2.1369 -2.3920  0.16
O3 -0.7006 -1.8357 -0.4297  0.02
C12 0.0991 -1.4717 0.5824  -0.44
O4 1.2556 -1.1771 0.4511  0.15
C13 -0.6466 -1.5382 1.9166  -0.31
C14 -0.7246 -3.0292 2.1683  -0.16
C15 0.4380 -3.7102 2.5218  -0.01
C16 0.4279 -5.0765 2.7282  0.01
C17 -0.7617 -5.7634 2.5685  -0.28
C18 -1.9264 -5.1189 2.1980  0.00
C19 -1.8985 -3.7507 1.9916  -0.01
H7 -2.8046 -3.2527 1.6874  0.11
H8 -2.8356 -5.6849 2.0702  0.12
F1 -0.7840 -7.0978 2.7691  0.06
H9 1.3241 -5.6092 3.0036  0.12
H10 1.3636 -3.1657 2.6267  0.13
C20 0.1417 -0.7690 3.0005  -0.10
H11 1.1418 -0.5479 2.6270  0.12
H12 0.2381 -1.3683 3.9048  0.12
C21 -0.6432 0.5226 3.2731  -0.16
H13 -1.2139 0.4282 4.1980  0.11
H14 0.0116 1.3869 3.3652  0.11
C22 -1.6024 0.6489 2.0919  -0.17
H15 -2.4615 1.2803 2.3139  0.11
H16 -1.0747 1.0675 1.2325  0.10
C23 -1.9903 -0.8010 1.8236  -0.12
H17 -2.4837 -0.9491 0.8646  0.12
H18 -2.6497 -1.1501 2.6199  0.13
H19 -0.9134 0.2778 -1.2189  0.14
H20 -1.4956 2.4337 -0.8908  0.11
H21 -0.9607 4.8205 -1.0610  0.10
H22 2.1336 5.9907 -2.6881  0.14
H23 1.4711 8.3130 -3.2125  0.08
H24 2.3154 8.2310 -1.6586  0.08
H25 0.7681 9.0853 -1.7813  0.08

## Properties
- Energy relative to the best compared isomer or geometry (same formula, charge and spin): 0.0 kcal per mole
- Largest force on an atom: 0.68 eV/A
- Structure (SMILES): CC(=O)Nc1ccc(NC(=O)[C@@H](C)OC(=O)C2(c3ccc(F)cc3)CCCC2)cc1
- LUMO level: 0.609 eV
- HOMO: -8.00 eV
- Orbital gap: 8.61 eV

***

# 3
C19H44NO6P2S | wB97M-V/def2-TZVPD

Last column: Löwdin charge in e.
Element x y z (Å)
C1 2.9158 6.3152 -1.1096  -0.12
C2 1.9905 5.4171 -0.2937  -0.43
S1 1.1389 4.2483 -1.3991  0.85
C3 -0.6015 4.7718 -1.4580  -0.36
C4 -1.6201 3.8902 -0.7221  -0.25
C5 -2.5614 3.1198 -1.6706  -0.21
C6 -3.9610 3.7241 -1.7492  -0.21
C7 -4.8644 3.2609 -0.6064  -0.28
N1 -5.0438 1.7969 -0.6504  0.02
P1 1.2623 2.4451 -0.2324  0.72
P2 3.3199 1.8901 -0.7991  0.20
O1 3.3158 0.5424 -1.3545  -0.28
O2 4.2023 2.1595 0.4781  -0.12
O3 3.8759 3.0287 -1.7618  -0.17
H1 2.3541 7.0958 -1.6126  0.08
H2 3.4697 5.7152 -1.8251  0.06
H3 3.6423 6.7574 -0.4329  0.09
H4 2.5786 4.8018 0.3881  0.07
H5 1.2528 5.9495 0.2991  0.10
H6 -0.8451 4.8356 -2.5154  0.09
H7 -0.6088 5.7892 -1.0720  0.09
H8 -1.1620 3.2186 0.0014  0.05
H9 -2.2399 4.5647 -0.1306  0.11
H10 -2.1417 3.0687 -2.6762  0.11
H11 -2.6688 2.0934 -1.3228  0.10
H12 -4.4221 3.3829 -2.6758  0.11
H13 -3.9458 4.8166 -1.7672  0.11
H14 -4.4658 3.5923 0.3551  0.11
H15 -5.8266 3.7573 -0.7340  0.11
H16 -6.0317 1.5853 -0.7098  0.05
H17 -4.7817 1.4189 0.2508  0.07
H18 0.5460 1.5106 -1.0020  -0.05
H19 3.8037 1.8436 1.2995  0.10
H20 3.8009 2.7093 -2.6722  0.10
C8 -9.2286 -1.6704 1.0588  -0.17
C9 -9.7757 -1.1491 -0.2682  -0.17
C10 -8.7549 -0.0768 -0.6213  -0.21
O4 -7.5059 -0.5132 -0.0745  -0.16
C11 -7.7269 -1.6124 0.8162  -0.20
H21 -9.5740 -2.6707 1.3127  0.11
H22 -9.5078 -0.9964 1.8713  0.11
H23 -9.7638 -1.9431 -1.0172  0.12
H24 -10.7895 -0.7588 -0.2026  0.11
H25 -9.0200 0.8856 -0.1686  0.12
H26 -8.6410 0.0656 -1.6967  0.12
H27 -7.3667 -2.5282 0.3368  0.12
H28 -7.1524 -1.4512 1.7289  0.12
C12 2.7621 -3.8544 1.9669  -0.17
C13 3.6319 -2.9947 1.0516  -0.17
C14 2.6596 -1.8986 0.6406  -0.21
O5 1.7607 -1.7234 1.7446  -0.16
C15 1.9218 -2.8004 2.6757  -0.20
H29 3.3306 -4.4726 2.6594  0.11
H30 2.1240 -4.5093 1.3700  0.12
H31 4.4641 -2.5693 1.6182  0.12
H32 4.0426 -3.5345 0.2002  0.11
H33 2.0796 -2.1932 -0.2403  0.12
H34 3.1459 -0.9546 0.4276  0.07
H35 2.4335 -2.4203 3.5662  0.12
H36 0.9385 -3.1649 2.9722  0.12
C16 6.9310 -4.8753 -0.0429  -0.18
C17 6.2380 -5.6703 1.0621  -0.18
C18 7.1521 -6.8827 1.1869  -0.20
O6 8.4648 -6.4291 0.8565  -0.14
C19 8.3996 -5.1284 0.2741  -0.21
H37 6.6784 -3.8154 -0.0485  0.10
H38 6.6771 -5.2918 -1.0201  0.12
H39 6.2399 -5.0969 1.9927  0.11
H40 5.2082 -5.9408 0.8305  0.11
H41 6.8637 -7.6700 0.4824  0.12
H42 7.1646 -7.3065 2.1912  0.12
H43 8.7790 -4.3991 0.9986  0.12
H44 9.0384 -5.1013 -0.6089  0.12

## Properties
- Charge: +1
- Energy relative to the best compared isomer or geometry (same formula, charge and spin): 0.0 kcal per mole
- Largest force on an atom: 1.44 eV/A
- LUMO level: -3.661 eV
- HOMO: -10.69 eV
- Orbital gap: 7.02 eV

***

# 4
C3H5NO | wB97M-V/def2-TZVPD

Last column: Löwdin charge in e.
Element x y z (Å)
C1 1.5851 -0.7513 -0.1881  0.05
C2 -1.5409 0.1763 0.3104  -0.46
C3 -0.2176 0.8294 -0.6400  -0.01
N1 0.9055 0.2923 -0.4904  -0.03
O1 -1.8090 -0.6936 -0.4893  -0.09
H1 1.0858 -1.6607 -0.2259  0.07
H2 2.6620 -0.5597 0.0836  0.10
H3 -1.0134 -0.0860 1.2620  0.09
H4 -2.3806 0.9511 0.5957  0.12
H5 -0.5010 1.3759 -1.6320  0.15

## Properties
- Energy relative to the best compared isomer or geometry (same formula, charge and spin): 99.7 kcal per mole
- Largest force on an atom: 5.06 eV/A
- LUMO level (alpha / beta): -0.260 / -0.259 eV
- HOMO (alpha / beta): -8.77 / -8.77 eV
- Orbital gap (alpha / beta): 8.51 / 8.51 eV